[1]
The following is a DFT calculation (ωB97M-V/def2-TZVPD) of C21H25FeIN5O4PS2 as an isolated structure.

XYZ file:
```
60
Properties=species:S:1:pos:R:3
H -0.717 0.387 -5.553
H 1.796 4.214 5.000
O 2.919 -0.455 3.094
H -0.764 -4.462 0.936
C 4.321 -0.693 2.902
P 2.189 0.673 2.191
C 0.752 0.797 -4.049
C -4.523 0.285 -0.489
O -6.102 -0.602 -2.572
H 5.586 -2.340 2.338
H 4.033 -2.268 1.481
N 0.027 0.767 -1.782
C -2.730 0.748 1.030
C -2.887 0.035 -3.912
C -4.084 0.568 0.787
N -0.135 -3.374 -0.805
I -0.992 3.970 -1.078
S 0.280 0.623 2.690
C 4.522 -2.120 2.444
C -0.173 -4.398 -1.828
H 0.478 -1.687 -1.956
H 3.648 2.616 4.486
C -0.470 -3.514 0.521
H 1.976 1.161 -2.290
C 0.281 2.850 0.357
H 4.090 -2.815 3.164
O 2.883 2.042 2.685
N -5.164 -0.426 -3.393
H -3.154 -0.126 -4.945
N 0.060 -1.382 0.113
C 0.173 -2.073 -0.996
H 1.569 0.942 -4.743
N -1.834 0.671 0.060
H 2.457 4.546 3.386
H -5.566 0.129 -0.701
C 1.915 3.817 3.990
H 2.104 1.758 4.596
C -0.508 0.493 -4.495
C -1.564 0.338 -3.563
H -2.350 0.947 2.024
H 4.813 -0.504 3.858
H -4.787 0.648 1.604
C 2.663 2.504 4.028
C -3.897 -0.061 -2.949
Fe 0.176 0.867 0.221
C -1.220 0.509 -2.206
H -0.084 3.267 1.297
H -0.501 -1.962 2.090
H 1.258 3.289 0.149
C -2.254 0.448 -1.201
H 0.773 -4.430 -2.368
O -5.315 -0.690 -4.609
H 4.725 0.006 2.166
H 0.930 3.669 3.549
C -3.600 0.208 -1.547
S 2.644 0.511 0.282
C 0.994 0.929 -2.675
C -0.343 -2.275 1.073
H -0.983 -4.212 -2.533
H -0.335 -5.363 -1.353
```

<S²> = 0.784
HOMO-LUMO gap (spin up / spin down) = 5.17 / 7.31 eV
E_HOMO (spin up / spin down) = -2.828 / -4.983 eV
Net charge = -1
Multiplicity = 2

Mulliken population analysis, charges in e, atoms 1 to 2: H 0.45; H 0.40

[2]
The following is a DFT calculation (ωB97M-V/def2-TZVPD) of C51H60BN12PS4Ti as an isolated structure.

XYZ file:
```
130
Properties=species:S:1:pos:R:3
H -2.243 -2.520 3.237
H -5.857 2.771 -7.501
H 5.789 -0.976 3.249
C 5.077 -0.392 2.700
C -3.551 2.960 0.658
C 1.667 -1.149 -4.360
C -3.795 -2.137 1.083
N -2.731 -1.607 0.245
H 0.561 -2.534 -2.078
C -2.790 1.840 2.664
H -1.380 6.017 -0.686
H -1.969 0.929 -3.640
C -3.790 1.281 -4.650
H -4.342 3.293 2.634
C -1.325 -3.060 3.077
H -2.065 2.128 -5.623
C -5.635 -3.648 1.332
H 1.785 -2.111 5.166
H -0.783 -0.057 3.069
H 4.441 4.018 1.715
H -5.413 -1.556 3.983
C -1.779 -4.497 -0.639
C -3.140 1.996 -5.648
P -1.017 -2.033 0.360
H 4.752 -2.324 4.570
C 2.463 4.958 1.472
C -0.640 -2.972 1.872
H 1.114 7.220 0.367
H -6.762 -3.451 3.144
N 3.778 -0.211 3.130
S 0.735 2.388 -0.925
C 0.332 -4.590 3.927
S 1.486 1.051 2.291
H -4.206 3.665 0.170
B 3.932 1.913 0.091
C -4.572 -3.171 0.580
N 3.677 1.245 -1.277
H -3.509 -0.708 2.652
H 4.260 -2.730 -2.632
C 3.445 4.051 1.309
C 3.151 0.576 2.213
H 1.291 -1.284 3.686
C -0.561 5.297 -0.698
H 1.406 -1.987 -5.008
H -2.362 -6.437 -1.324
C 0.369 6.782 1.033
H 4.953 2.626 -2.301
H 4.611 0.883 -4.365
C -0.852 -5.565 -2.579
H 5.087 -1.460 -4.648
H 4.010 -1.853 6.091
H 5.238 -0.815 5.383
C 0.554 -3.687 1.713
H -6.973 1.497 -5.708
N -3.226 -1.009 -0.807
N -1.807 1.371 0.531
H -0.354 4.759 2.727
H -0.560 7.337 0.912
C -2.540 -0.389 -1.736
H -0.943 3.617 1.509
C 4.204 0.859 -3.375
C 2.848 0.448 5.333
S -0.841 -0.059 -1.940
H -5.643 0.524 -3.859
H 5.027 2.391 0.003
H 2.550 -2.747 -2.191
C 2.132 -1.729 4.205
H -0.966 4.325 -0.950
C -5.270 2.353 -6.695
C 3.264 -0.729 4.449
H -6.245 -4.456 0.949
H -4.360 -3.581 -0.397
H 3.081 -3.482 -3.703
N 1.392 4.559 0.696
C 3.053 0.108 -1.636
H 0.669 -4.466 -3.615
H -3.408 3.096 -7.463
C -0.839 -3.868 4.096
H -2.433 2.437 -1.115
C -1.911 1.105 1.845
C -0.085 -3.382 -1.929
C 5.224 0.287 1.545
H 2.564 0.065 6.314
C -5.900 1.633 -5.686
H 0.681 6.923 2.066
H 2.494 -2.572 3.617
C 0.095 5.320 0.680
S 2.066 -0.853 -0.559
C -5.167 1.086 -4.648
Ti 0.056 0.365 0.351
H 3.683 1.136 5.470
N -2.982 0.746 -3.619
H 0.920 -1.066 -3.579
C 1.033 -4.490 2.732
C -3.624 2.738 2.043
H 1.629 -0.236 -4.958
N 2.990 3.088 0.441
C -3.895 2.535 -6.677
N 4.024 0.894 1.251
N 3.397 -0.167 -2.926
H 0.141 5.598 -1.478
C -4.100 -1.538 2.294
C 3.071 -1.349 -3.801
C -5.168 -2.021 3.037
H 1.110 -3.639 0.782
H 3.830 -2.303 -5.545
H -1.774 5.161 1.749
N -1.072 0.085 2.115
H 0.696 -5.231 4.719
H -2.428 -4.540 0.225
H 1.950 -5.047 2.587
H 3.929 -0.560 -5.660
H 2.004 0.994 4.925
H -1.393 -3.941 5.023
C -0.026 -4.473 -2.785
C -0.799 4.673 1.734
H -2.825 1.668 3.731
C -1.729 -5.577 -1.501
C 4.399 -1.470 5.148
C -2.599 2.281 -0.056
C 4.369 1.725 -2.360
H -0.806 -6.415 -3.247
C -0.970 -3.379 -0.864
H 6.084 0.411 0.912
N -3.440 0.074 -2.670
C -5.929 -3.079 2.562
C 4.049 -1.400 -4.977
H 2.452 5.859 2.051
C 3.243 -2.649 -3.019
C 1.732 3.394 0.093
```

HOMO-LUMO gap = 6.58 eV
E_HOMO = -12.439 eV
Net charge = +2

Mulliken population analysis, charges in e, atoms 1 to 2: H 0.21; H 0.41

Looking at max |F| for the records above, in order, we have 0.0254, 0.0128 hartree/bohr.
Looking at energy for the records above, in order, we have -4089.2302, -5444.6932 Eh.